No. 1
# C42H76O24S5

A 11-piece molecular cluster, C42H76O24S5 overall in a non-equilibrium geometry (wB97M-V/def2-TZVPD, OMol25).

```
147
Properties=species:S:1:pos:R:3:forces:R:3
S -1.984 6.383 -0.427 -0.15 -0.38 -1.58
S -2.873 -3.113 -3.700 -0.58 -2.18 -0.69
S 3.123 -5.371 -5.741 0.59 1.56 0.60
S 1.098 -1.118 4.304 0.60 -1.67 0.23
S 0.279 0.808 -4.100 1.76 0.54 -2.01
O -4.626 1.439 -0.527 1.47 -1.07 -0.42
O -3.393 -1.052 3.869 -0.71 0.17 1.67
O -4.288 1.164 1.643 0.43 0.15 -0.03
O 4.886 0.516 1.008 -1.55 -0.92 -1.04
O -3.346 -3.087 4.676 -0.36 -1.21 1.15
O -0.867 7.326 -0.466 -0.94 -0.43 0.79
O -2.532 4.061 4.065 0.17 -1.09 -0.14
O -3.714 -1.434 6.145 -0.30 -0.48 -2.80
O -3.341 6.711 0.003 1.30 0.23 0.04
O 2.341 -0.596 -0.583 0.33 -0.61 -1.51
O -0.385 1.988 -4.673 0.14 -1.44 1.02
O 3.372 -3.939 -6.017 0.41 -1.71 0.09
O 2.574 4.690 -1.171 -0.40 0.37 0.77
O 2.261 -2.413 -1.881 -1.30 0.87 1.54
O 0.540 -1.908 -0.382 1.99 -1.73 -1.96
O -0.207 0.139 -2.910 -0.35 0.04 -0.25
O -3.186 -2.098 -4.690 0.40 -0.49 0.39
O -0.152 -0.856 3.619 0.17 0.30 0.32
O 6.852 -0.213 1.608 -0.37 -1.67 0.20
O 2.132 -0.121 4.439 -0.39 0.36 -0.38
O 3.908 -6.440 -6.362 -0.87 1.21 0.53
O -2.317 -4.423 -4.142 -0.68 2.20 0.74
O 5.302 -1.794 1.004 0.82 5.46 0.98
O -3.185 -0.200 0.181 -1.05 3.34 0.59
C 0.699 -5.362 -4.609 -1.17 1.09 -1.53
C 1.697 -3.793 4.568 -1.14 0.26 -0.30
C 2.339 5.801 0.965 -0.36 -0.55 -0.43
C -3.024 -1.873 2.792 0.42 -0.23 -1.23
C -2.264 2.863 4.116 -0.60 1.84 0.41
C -1.911 -2.438 -2.361 -0.20 0.71 -0.28
C -1.145 3.896 -0.777 0.43 -0.08 0.03
C 3.091 -5.531 -3.877 -0.05 -0.19 -0.53
C -1.524 4.806 0.361 -0.31 0.08 0.73
C -1.253 2.272 3.201 0.57 0.35 -0.77
C -2.095 5.707 -2.149 -0.28 -0.22 0.64
C -3.566 -1.830 4.996 1.09 1.87 1.68
C -5.430 2.032 1.527 -0.48 0.70 -0.09
C 1.619 -5.803 -3.527 0.40 -0.78 1.67
C 8.238 1.645 1.213 -1.01 0.22 0.32
C -5.302 3.210 2.430 -0.41 0.44 0.36
C 2.522 5.734 -0.543 0.90 0.12 -0.84
C 1.795 -2.656 3.573 1.11 0.80 -0.45
C 6.945 1.159 1.900 0.36 0.39 -0.71
C 1.772 -1.691 -1.034 -0.10 -2.05 -1.41
C 0.687 -3.321 5.645 -0.69 -1.63 0.68
C 3.006 0.239 -4.464 -0.47 -0.01 -0.07
C 0.746 -0.423 -5.489 0.79 0.45 1.30
C 5.509 1.668 1.441 2.69 1.17 2.37
C -4.026 -3.088 -1.238 0.29 -0.32 0.09
C -2.739 -3.223 3.412 -0.41 -1.48 -0.84
C -4.391 -3.465 -2.675 0.32 1.82 -0.87
C 2.044 1.294 -3.835 0.33 0.40 -0.84
C 0.177 -0.735 0.238 -0.20 1.32 1.04
C 2.804 7.061 -1.223 0.04 -0.01 0.58
C 1.530 -0.032 0.392 -0.38 2.98 0.82
C 0.820 -1.862 5.940 1.17 0.74 -0.65
C -3.377 -4.454 2.731 -0.05 0.04 -0.44
C -2.472 -3.093 -1.130 -0.33 -1.29 0.90
C -3.880 0.799 0.422 -0.75 -3.35 -1.06
C 1.523 1.521 0.107 -0.26 -1.27 0.88
C 2.106 -0.923 -4.993 0.78 -0.56 0.64
C -2.043 4.167 -1.965 0.67 0.38 -0.95
C -5.460 2.410 0.052 0.08 -0.15 0.69
C 1.360 -5.525 -5.999 0.27 -1.24 0.52
C -2.877 1.976 5.164 1.01 0.24 0.17
C 5.623 -0.584 1.215 0.05 -4.41 -1.04
H 0.869 -3.965 6.505 -0.11 0.37 0.40
H 3.269 6.152 1.411 0.14 -0.25 0.02
H -2.084 -2.651 -0.212 -0.23 0.33 -0.10
H -3.017 6.098 -2.580 -0.10 -0.20 0.18
H -0.351 -3.532 5.387 0.02 -0.15 -0.44
H -3.328 -5.354 3.343 0.12 0.23 0.31
H -1.681 -3.429 3.574 0.15 0.24 -0.04
H 1.787 -1.723 6.424 -0.06 0.42 0.21
H -0.846 -2.516 -2.580 -0.08 -0.39 0.17
H 8.202 1.546 0.128 -0.14 0.04 0.02
H 3.364 7.664 -0.508 -0.16 0.31 -0.01
H -0.307 -0.963 1.187 0.19 0.11 0.07
H -6.495 2.246 -0.249 0.27 0.53 -0.73
H 2.853 -2.450 3.407 -0.07 0.31 -0.29
H 3.815 -0.022 -3.783 -0.77 -0.81 0.82
H -5.082 -2.700 -3.027 -0.16 -0.23 -0.33
H 1.057 -4.888 -6.830 0.04 0.14 0.36
H 0.942 1.759 -0.784 0.30 -0.25 -0.20
H 2.556 1.860 0.037 -0.15 0.09 -0.16
H 1.031 2.058 0.919 0.07 -0.04 0.24
H 1.999 -1.652 -4.189 -0.25 -0.03 0.04
H 1.273 -6.568 -6.304 -0.31 -0.09 -0.14
H -1.283 6.166 -2.713 0.24 -0.37 0.19
H -6.144 3.896 2.337 -0.18 -0.04 -0.53
H 1.837 7.530 -1.401 0.02 0.23 -0.08
H 2.628 -1.460 -5.785 -0.12 0.01 -0.08
H 2.086 -0.281 1.296 -0.59 0.34 0.65
H 5.646 2.534 0.793 -0.59 -0.59 -0.90
H 1.421 -6.829 -3.217 0.49 -0.55 -0.75
H -1.622 1.400 2.662 0.09 -0.23 0.27
H -0.929 3.023 2.479 -0.27 0.09 -0.10
H 3.402 7.010 -2.133 -0.33 -0.40 -0.03
H -1.461 3.655 -2.731 -0.59 0.30 -0.80
H -0.771 4.929 1.139 0.10 0.32 -0.22
H 3.774 -6.297 -3.510 -0.11 -0.21 -0.45
H -5.379 2.940 3.483 0.73 -0.08 -0.01
H -4.589 -3.790 -0.622 0.65 -0.16 0.55
H -3.825 -1.963 2.058 -0.18 0.23 0.06
H -2.930 -4.744 1.780 0.52 0.36 -0.02
H 3.490 -4.591 -3.497 -0.39 0.21 -0.18
H -3.037 3.720 -1.958 0.02 0.04 0.38
H 0.046 -1.270 6.430 -0.17 -0.53 0.08
H -0.340 2.045 3.751 -0.12 -0.51 0.20
H -2.437 4.501 0.872 -0.09 -0.08 -0.05
H -2.159 -1.430 2.298 -0.12 -0.07 0.09
H 2.075 4.790 1.274 0.16 0.08 0.37
H -6.361 1.492 1.700 0.32 -0.54 0.49
H 2.026 2.247 -4.364 0.29 -0.01 -0.11
H 0.368 -4.344 -4.401 0.39 0.31 -0.40
H 1.326 -4.688 4.068 -0.19 0.01 0.08
H -0.537 -0.196 -0.385 0.11 0.26 -0.10
H -2.885 2.504 6.118 -0.31 0.23 -0.12
H -1.071 2.827 -0.581 -0.45 0.00 0.53
H -5.014 3.379 -0.173 -0.52 0.25 0.03
H 3.710 0.533 -5.243 -0.88 1.05 -0.70
H 2.280 1.540 -2.799 -0.38 -0.38 0.09
H 1.579 6.505 1.306 -0.16 0.06 -0.34
H 1.329 -2.805 2.599 -0.19 -0.07 0.17
H 1.350 -5.355 -2.571 0.16 0.78 -0.13
H -2.140 -1.373 -2.346 -0.06 0.10 -0.09
H -4.815 -4.444 -2.901 0.50 -0.05 0.26
H -0.132 4.130 -1.107 0.20 0.27 0.05
H 9.054 1.028 1.589 0.03 0.17 0.01
H 8.382 2.689 1.492 0.28 0.03 -0.12
H -0.266 -5.864 -4.670 0.17 -0.37 0.38
H -3.891 1.687 4.885 0.24 -0.39 0.06
H -4.423 -4.312 2.461 -0.15 0.36 0.37
H 5.029 2.039 2.346 -0.40 -0.04 -0.11
H -4.383 -2.105 -0.930 -0.07 0.13 -0.49
H -2.155 1.169 5.293 -0.70 -0.64 -0.03
H -4.417 3.773 2.134 0.15 -0.01 0.60
H 2.671 -4.094 4.953 -0.06 0.44 0.31
H -2.165 -4.137 -1.072 0.23 -0.18 -0.20
H 0.941 0.103 -6.423 -0.64 0.43 0.15
H 7.108 1.248 2.975 -0.32 0.15 0.09
H 0.028 -1.233 -5.617 -0.18 0.30 0.18
```
Forces are in eV/Å.

Results
SMILES string: C[C@H]1COC(=O)O1.C[C@H]1COC(=O)O1.C[C@H]1COC(=O)O1.C[C@H]1COC(=O)O1.O=S1(=O)CCCC1.O=S1(=O)CCCC1.O=S1(=O)CCCC1.O=S1(=O)CCCC1.O=S1(=O)CCCC1.CC(C)=O.CC(C)=O
HOMO in eV: -9.7



No. 2
# CHF4NO

A 2-piece molecular cluster, CHF4NO overall in a non-equilibrium geometry (wB97M-V/def2-TZVPD, OMol25).

```
8
Properties=species:S:1:pos:R:3:forces:R:3
F 1.915 0.352 -1.170 0.01 -0.42 1.04
F -1.587 -1.188 -0.004 0.39 -1.94 -0.87
F 2.094 0.219 1.060 0.17 1.03 -0.26
F -2.737 0.481 -0.521 0.35 -0.24 0.23
O 0.191 0.937 0.003 -0.88 1.12 0.63
N -1.960 -0.047 0.460 -0.71 2.00 0.64
C 1.217 0.160 0.012 0.83 -2.31 -0.53
H 0.867 -0.914 0.159 -0.17 0.77 -0.88
```
Forces are in eV/Å.

Results
HOMO (alpha / beta) in eV: -13.0 / -11.3



Record-wise energy above the lowest of the compared OMol25 structures with the same formula, charge and spin values, in eV: 3.6478; 3.0834